(1)
DFT (ωB97M-V/def2-TZVPD) results for a 4-piece molecular cluster, C9H16BrFO6 overall in a non-equilibrium geometry.

For the relative energy (zero: lowest compared OMol25 entry of this formula, charge and spin), the calculation gives 0.0 kcal/mol. The value obtained for the HOMO-LUMO gap is 9.247 eV. As for the SMILES: O=C1OC(=O)C(CCF)=C1Br.CO.CO.CO. The value obtained for the LUMO energy is -0.0283 Ha.

Cartesian coordinates (Å):
O1 1.588 -1.464 0.742
C1 1.008 -0.589 0.225
O2 1.292 0.738 0.188
C2 0.060 1.416 0.026
O3 -0.201 2.482 0.348
C3 -0.837 0.365 -0.628
C4 -2.192 0.681 -1.267
C5 -3.273 0.468 -0.139
F1 -3.997 -0.703 -0.331
C6 -0.309 -0.852 -0.536
Br1 -0.989 -2.516 -1.130
H1 -2.442 -0.040 -2.063
H2 -2.215 1.711 -1.657
H3 -2.755 0.362 0.830
H4 -3.912 1.363 -0.055
C7 -2.953 -0.128 4.347
O4 -3.484 0.271 3.086
H5 -2.031 0.421 4.521
H6 -3.664 0.103 5.144
H7 -2.739 -1.199 4.343
H8 -4.299 -0.224 2.950
C8 2.011 2.813 -2.305
O5 2.011 2.978 -3.718
H9 1.535 3.680 -1.852
H10 1.452 1.914 -2.038
H11 3.037 2.732 -1.938
H12 2.436 2.202 -4.098
C9 4.464 -3.441 -0.735
O6 4.535 -2.461 0.291
H13 5.475 -3.770 -0.968
H14 3.877 -4.299 -0.397
H15 4.010 -3.014 -1.634
H16 3.632 -2.182 0.484

(2)
DFT (ωB97M-V/def2-TZVPD) results for a 2-piece molecular cluster, C9H16ClN3 overall in a non-equilibrium geometry.

For the relative energy (zero: lowest compared OMol25 entry of this formula, charge and spin), the calculation gives 0.0 kcal/mol. The value obtained for the HOMO-LUMO gap is 9.338 eV. As for the SMILES: CC(C)(C)CN.Clc1ncccn1. The value obtained for the LUMO energy is 0.0083 Ha.

Cartesian coordinates (Å):
C1 2.035 2.402 -0.331
C2 0.710 1.667 -0.367
C3 0.818 0.491 -1.394
C4 -0.413 2.630 -0.800
C5 0.267 1.318 1.116
N1 -0.852 0.387 1.363
H1 1.917 3.310 0.095
H2 2.799 1.918 0.276
H3 2.488 2.650 -1.229
H4 1.678 -0.140 -1.056
H5 0.045 -0.257 -1.346
H6 0.981 0.857 -2.419
H7 -1.404 2.209 -0.914
H8 -0.184 3.073 -1.804
H9 -0.409 3.557 -0.256
H10 -0.061 2.144 1.698
H11 1.260 0.967 1.535
H12 -0.780 -0.478 0.875
H13 -1.702 0.705 0.979
Cl1 1.483 -3.055 2.373
C6 0.167 -2.870 1.346
N2 -1.065 -3.012 1.857
C7 -2.068 -3.128 1.005
C8 -1.868 -2.974 -0.348
C9 -0.541 -2.721 -0.802
N3 0.476 -2.639 0.085
H14 -3.079 -3.281 1.325
H15 -2.572 -3.338 -1.038
H16 -0.127 -2.390 -1.826

(3)
DFT (ωB97M-V/def2-TZVPD) results for a 2-piece molecular cluster, C9H16F3NO2 overall in a non-equilibrium geometry.

The value obtained for the HOMO-LUMO gap is 5.548 eV. The value obtained for the LUMO energy is -0.0382 Ha.

Cartesian coordinates (Å):
C1 4.374 0.826 0.500
C2 3.324 0.503 -0.569
C3 2.246 1.600 -0.688
N1 0.906 0.957 -0.791
C4 -0.266 1.842 -0.497
C5 -1.363 0.898 0.017
C6 -2.746 1.437 -0.248
F1 -2.958 2.780 -0.308
C7 -3.745 0.500 -0.366
F2 -4.075 -0.167 0.701
F3 -4.311 0.068 -1.465
H1 4.900 -0.095 0.735
H2 3.906 1.195 1.408
H3 5.128 1.521 0.141
H4 2.882 -0.460 -0.308
H5 3.821 0.348 -1.523
H6 2.301 2.297 0.139
H7 2.467 2.152 -1.596
H8 0.865 0.208 -0.091
H9 0.784 0.497 -1.691
H10 -0.030 2.574 0.264
H11 -0.645 2.350 -1.379
H12 -1.144 0.712 1.076
H13 -1.257 -0.015 -0.566
C8 -2.847 -3.584 1.015
C9 -1.307 -3.409 1.029
O1 -0.872 -2.432 1.700
O2 -0.666 -4.238 0.357
H14 -3.325 -2.808 1.616
H15 -3.201 -3.500 -0.016
H16 -3.145 -4.559 1.402

(4)
DFT (ωB97M-V/def2-TZVPD) results for an isolated ion of composition C9H16F5N3O3P and charge +1 in a non-equilibrium geometry.

As for the net charge: +1. The value obtained for the HOMO-LUMO gap is 10.439 eV. As for the SMILES: O=P(O)(O)CN1CCN/C1=[NH+]/CCCC(F)(F)C(F)(F)F. The value obtained for the LUMO energy is -0.1280 Ha.

Cartesian coordinates (Å):
O1 0.758 0.339 -1.796
P1 -0.485 1.019 -2.178
O2 -1.021 0.749 -3.647
O3 -0.479 2.619 -2.153
C1 -1.879 0.511 -1.087
N1 -1.643 -0.842 -0.544
C2 -2.537 -1.924 -1.034
C3 -3.760 -1.782 -0.142
N2 -3.057 -1.586 1.170
C4 -1.846 -0.994 0.831
N3 -0.926 -0.727 1.719
C5 0.413 -0.187 1.387
C6 1.416 -1.285 0.999
C7 2.590 -1.442 1.985
C8 3.950 -1.631 1.336
F1 4.910 -1.537 2.293
F2 4.039 -2.872 0.787
C9 4.310 -0.585 0.228
F3 3.610 0.549 0.424
F4 5.585 -0.275 0.252
F5 4.003 -1.042 -0.978
H1 -1.052 1.532 -4.213
H2 -0.531 3.018 -1.276
H3 -1.980 1.257 -0.291
H4 -2.814 0.542 -1.657
H5 -2.055 -2.844 -0.683
H6 -2.650 -1.984 -2.114
H7 -4.364 -0.888 -0.339
H8 -4.428 -2.643 -0.140
H9 -3.559 -0.988 1.821
H10 -1.138 -0.945 2.684
H11 0.745 0.367 2.269
H12 0.307 0.513 0.566
H13 1.759 -1.036 -0.006
H14 0.897 -2.242 0.906
H15 2.683 -0.611 2.687
H16 2.438 -2.346 2.585

(5)
DFT (ωB97M-V/def2-TZVPD) results for an isolated ion of composition C9H16IN2O2 and charge +1 in a non-equilibrium geometry.

For the relative energy (zero: lowest compared OMol25 entry of this formula, charge and spin), the calculation gives 28.8 kcal/mol. As for the net charge: +1. The value obtained for the HOMO-LUMO gap is 7.805 eV. The value obtained for the LUMO energy is -0.1045 Ha.

Cartesian coordinates (Å):
C1 0.350 0.930 0.997
C2 -0.546 -1.036 0.114
C3 0.238 1.962 1.989
C4 1.638 2.558 2.139
C5 2.495 1.544 1.368
C6 -2.720 -0.901 -0.739
C7 -1.150 -2.542 -1.667
C8 -0.831 -0.181 -2.103
C9 1.863 -0.284 -0.322
N1 1.557 0.656 0.619
N2 -1.322 -1.128 -1.123
O1 -0.725 0.265 0.560
O2 -0.178 -1.907 0.807
I1 2.591 -2.081 0.455
H1 -0.784 2.519 1.825
H2 -0.144 1.372 2.841
H3 1.639 3.630 1.713
H4 2.012 2.713 3.124
H5 3.113 2.054 0.662
H6 3.038 0.916 2.070
H7 -2.737 -0.327 0.217
H8 -3.319 -0.154 -1.448
H9 -3.283 -1.829 -0.571
H10 -1.477 -3.308 -0.929
H11 -1.967 -2.738 -2.440
H12 -0.190 -2.932 -2.119
H13 -1.101 -0.567 -3.122
H14 -1.085 0.876 -1.828
H15 0.347 -0.188 -2.156
H16 2.679 0.109 -0.933

(6)
DFT (ωB97M-V/def2-TZVPD) results for C9H16MnNSbSe2Te2 as an isolated structure.

As for the net charge: +1. The value obtained for the HOMO-LUMO gap (alpha / beta) is 5.832 / 7.018 eV. As for the spin multiplicity: 5. The value obtained for the LUMO energy (alpha / beta) is -0.1928 / -0.1618 Ha.

Cartesian coordinates (Å):
Mn1 1.666 -1.284 1.192
Se1 1.937 -2.981 -0.455
Te1 4.086 -2.410 0.730
Te2 3.010 -2.546 3.285
Se2 1.867 -0.299 3.388
N1 1.981 0.688 0.212
C1 1.308 1.206 -0.983
C2 1.334 2.570 -1.236
C3 0.654 3.088 -2.328
C4 -0.060 2.243 -3.171
C5 -0.071 0.880 -2.920
C6 0.612 0.357 -1.825
H1 2.994 0.748 0.114
H2 1.777 1.306 0.994
H3 1.887 3.228 -0.574
H4 0.684 4.151 -2.528
H5 -0.600 2.648 -4.017
H6 -0.613 0.216 -3.583
H7 0.629 -0.710 -1.661
C7 -2.090 -1.973 -0.441
Sb1 -0.993 -1.138 1.146
C8 -1.649 0.862 1.138
C9 -1.926 -1.927 2.842
H8 -3.149 -1.817 -0.233
H9 -1.888 -3.041 -0.499
H10 -1.830 -1.493 -1.383
H11 -2.735 0.883 1.231
H12 -1.356 1.339 0.203
H13 -1.213 1.407 1.975
H14 -2.973 -1.628 2.852
H15 -1.419 -1.560 3.731
H16 -1.859 -3.012 2.806

(7)
DFT (ωB97M-V/def2-TZVPD) results for a 2-piece molecular cluster, C9H16N overall in a non-equilibrium geometry.

For the relative energy (zero: lowest compared OMol25 entry of this formula, charge and spin), the calculation gives 193.7 kcal/mol. As for the net charge: +1. The value obtained for the HOMO-LUMO gap is 8.009 eV. The value obtained for the LUMO energy is -0.2329 Ha.

Cartesian coordinates (Å):
C1 1.854 -2.136 -0.933
C2 2.924 -2.733 -0.578
C3 0.679 -1.659 -0.869
C4 -1.682 1.696 0.121
C5 0.645 2.881 0.490
C6 0.111 0.055 2.018
C7 -0.309 -0.792 -0.442
C8 -0.159 1.722 -0.005
C9 0.369 0.351 0.511
N1 -0.095 -3.634 -1.831
H1 -1.890 1.526 1.246
H2 -1.929 2.793 -0.164
H3 -2.172 1.046 -0.593
H4 0.289 3.319 1.353
H5 1.679 2.797 0.397
H6 0.485 3.714 -0.264
H7 0.572 -0.946 2.213
H8 0.656 0.796 2.676
H9 -0.872 0.090 2.357
H10 -1.211 -1.130 0.149
H11 -0.678 -0.216 -1.263
H12 0.151 1.725 -1.049
H13 1.463 0.493 0.258
H14 -0.792 -3.965 -1.148
H15 0.592 -4.480 -2.023
H16 -0.681 -3.314 -2.629

(8)
DFT (ωB97M-V/def2-TZVPD) results for a 2-piece molecular cluster, C9H16N2O2 overall in a non-equilibrium geometry.

For the relative energy (zero: lowest compared OMol25 entry of this formula, charge and spin), the calculation gives 94.6 kcal/mol. The value obtained for the HOMO-LUMO gap is 9.742 eV. As for the SMILES: O=c1cc[nH]c(=O)[nH]1.CCCCC. The value obtained for the LUMO energy is 0.0065 Ha.

Cartesian coordinates (Å):
O1 -3.332 1.209 -0.726
C1 -2.646 0.288 -0.300
C2 -2.457 -0.966 -1.026
C3 -1.636 -2.013 -0.681
N1 -0.914 -1.792 0.532
C4 -1.226 -0.773 1.434
O2 -0.705 -0.822 2.516
N2 -2.224 0.233 1.066
H1 -3.014 -1.103 -2.021
H2 -1.711 -2.927 -1.268
H3 -0.509 -2.777 0.849
H4 -2.571 0.965 1.631
C5 2.401 -1.556 -0.726
C6 2.070 -0.340 0.097
C7 1.087 0.543 -0.486
C8 0.955 1.697 0.574
C9 0.212 2.787 -0.090
H5 1.642 -2.326 -1.037
H6 3.009 -1.451 -1.697
H7 2.839 -2.213 -0.017
H8 3.051 0.186 0.259
H9 1.742 -0.912 1.043
H10 1.620 1.027 -1.396
H11 -0.008 0.239 -0.564
H12 1.944 2.055 1.260
H13 0.177 1.415 1.393
H14 -0.868 2.601 -0.133
H15 0.408 3.819 0.464
H16 0.661 2.908 -0.953

| no. | molar mass (g/mol) |
| --- | --- |
| 1 | 319.12 |
| 2 | 201.70 |
| 3 | 227.23 |
| 4 | 340.21 |
| 5 | 311.14 |
| 6 | 728.05 |
| 7 | 138.23 |
| 8 | 184.24 |